The following is a DFT calculation (ωB97M-V/def2-TZVPD) of C4H9N3 in the gas phase.

The value obtained for the strongest force on any atom is 2.6 eV/A. The total charge is 0. As for the structure (SMILES): [H]/N=C(\C)N(N)C=C. The total energy is -322.01423 a.u. As for the frontier orbital gap: 9.449 eV. For the energy relative to the best compared isomer or geometry (same formula, charge and spin), the calculation gives 199.9 kJ/mol. As for the LUMO energy: 0.036 hartree.

Cartesian coordinates (Å):
H -1.049 1.055 2.490
N -0.570 1.160 1.591
C -0.596 0.048 0.911
C -1.197 -1.203 1.520
N 0.086 -0.025 -0.298
N -0.515 -0.803 -1.311
C 1.032 0.980 -0.630
C 1.997 0.919 -1.559
H -0.441 -1.671 2.159
H -1.501 -1.924 0.759
H -2.061 -0.948 2.140
H 0.198 -1.116 -1.966
H -1.137 -0.192 -1.845
H 0.938 1.911 -0.072
H 2.171 0.037 -2.163
H 2.646 1.772 -1.726